# 1
Molecular formula: C11H21Cl3DyIO4P2
Method: DFT, ωB97M-V/def2-TZVPD

**DFT total energy**: -3978.17433 Ha
**Spin multiplicity**: 6
**LUMO level (spin up / spin down)**: -9.290 / -7.861 eV
**Net charge**: +2
**Energy relative to the best compared isomer or geometry (same formula, charge and spin)**: 274.63 kJ/mol
**Kohn-Sham gap (spin up / spin down)**: 5.2 / 6.7 eV
**HOMO (spin up / spin down)**: -14.5121 / -14.5255 eV
**<S²>**: 9.15

Each line ends with the Löwdin charge.
Element x y z (Å)
C 2.777162 -1.431558 -0.118099  -0.271
C 1.854458 -0.272539 0.263684  -0.853
H 2.759522 -2.297997 0.560736  0.093
H 3.834877 -1.111208 -0.197202  0.047
H 2.514512 -1.819207 -1.119122  0.037
O 0.536934 -0.323798 0.118616  -0.425
I 2.692527 0.801618 -1.740293  0.795
Dy -1.509524 0.631483 -0.634639  1.556
P -1.687729 -1.350168 -2.652397  0.697
C -3.280493 -2.192937 -2.695284  -0.253
C -1.591222 -0.463482 -4.224443  -0.251
H -1.719565 -1.186011 -5.031209  0.070
H -0.719387 -3.235438 -3.747920  0.076
H -0.616724 0.021509 -4.320451  0.056
H 0.524878 -2.241360 -2.923634  0.050
H -4.068837 -1.556494 -2.275639  0.053
H -2.362666 0.305571 -4.306983  0.060
C -0.478198 -2.672625 -2.839149  -0.231
H -3.516298 -2.420511 -3.740537  0.072
H -0.492379 -3.349799 -1.981187  0.064
H -3.236582 -3.114678 -2.105872  0.067
P 2.286898 0.632542 1.827927  0.899
C 1.004419 0.441438 3.091789  -0.156
C 3.865788 0.140164 2.548746  -0.155
H 2.583236 2.378375 0.322234  -0.042
H 2.989244 2.903928 2.022428  0.090
H 1.240333 2.735600 1.472083  0.052
C 2.271317 2.340880 1.390740  -0.206
H 4.659102 0.181388 1.793839  0.075
H 4.099082 0.847731 3.354004  0.078
H 1.374666 0.710626 4.097107  0.089
H 0.684874 -0.608831 3.090759  0.073
H 3.813768 -0.869926 2.975178  0.080
H 0.138276 1.082964 2.859312  0.016
C -2.612271 -1.096494 0.399857  -0.045
O -3.269945 -1.717875 1.119819  0.211
Cl -2.670872 1.607789 3.505511  0.680
C -2.676734 3.041024 2.432616  -1.517
Cl -4.322596 3.566244 2.095056  0.724
Cl -1.616879 4.308207 2.972393  0.718
C -2.149422 2.442873 1.122527  -0.770
O -3.017749 2.060552 0.273023  -0.187
O -0.889802 2.150427 0.944076  -0.214

Force components x, y, z for each atom (eV/Å):
0.164 -1.640 0.310
-0.054 -0.122 -1.528
-0.295 0.248 0.231
-0.711 -0.135 0.262
-0.010 0.158 0.658
-0.825 -0.008 -0.218
-0.644 1.195 0.003
3.784 1.458 -0.639
0.056 -0.184 -0.308
-0.425 0.010 0.087
0.056 0.282 -0.097
0.019 0.080 -0.103
0.073 0.064 0.121
-0.017 -0.082 -0.064
-0.136 -0.101 -0.050
0.005 -0.157 -0.223
-0.030 -0.087 -0.026
0.391 -0.076 0.149
-0.110 -0.122 0.233
-0.031 0.086 -0.089
-0.027 0.098 -0.148
-0.021 0.448 0.531
-0.365 -0.488 -0.082
0.052 -0.099 -0.216
-0.080 0.389 0.897
-0.547 -0.174 -0.363
0.655 -0.147 0.070
0.438 1.046 -0.493
-0.118 0.003 0.166
-0.066 -0.109 -0.175
0.083 -0.128 -0.539
-0.008 0.212 0.221
-0.042 0.219 -0.185
0.456 -0.302 -0.034
-4.357 -4.345 4.799
2.909 2.422 -3.261
-0.015 0.197 0.163
-0.207 -0.151 -0.789
0.166 0.339 0.707
-0.065 0.050 0.226
1.309 -0.919 -0.421
0.886 -0.356 -0.235
-2.293 0.926 0.451



# 2
Molecular formula: C6H17NO3
Method: DFT, ωB97M-V/def2-TZVPD

**DFT total energy**: -519.21959 Ha
**LUMO level**: 0.635 eV
**Energy relative to the best compared isomer or geometry (same formula, charge and spin)**: 281.33 kJ/mol
**Kohn-Sham gap**: 9.0 eV
**HOMO**: -8.3936 eV

Each line ends with the Löwdin charge.
Element x y z (Å)
C -1.688323 -0.541918 1.915096  -0.092
N -0.666204 -0.152059 0.956177  -0.201
C -0.974937 1.111102 0.318142  -0.178
C -1.645532 0.609948 -1.015233  -0.157
C -0.707490 -0.545377 -1.444236  -0.119
C -0.349882 -1.198022 -0.103191  -0.255
C 1.115348 -1.581910 0.061211  -0.180
O 1.227152 -2.916667 0.617713  -0.075
H -1.704257 0.206429 2.710340  0.084
H -2.697519 -0.440844 1.478925  0.085
H -1.514999 -1.514813 2.355624  0.085
H -0.144419 1.804310 0.155647  0.108
H -1.749508 1.675131 0.826703  0.107
H -2.698537 0.411763 -0.819244  0.100
H -1.671434 1.342213 -1.826850  0.095
H -1.321403 -1.322112 -1.912982  0.114
H 0.112578 -0.189194 -2.053580  0.103
H -0.921000 -1.998987 0.367251  0.136
H 1.592811 -0.955050 0.811475  0.091
H 1.773138 -1.590030 -0.813323  0.121
H 1.459784 -3.542896 -0.048241  0.061
O 1.440016 2.996728 -2.393278  -0.063
H 0.753670 2.323876 -2.457150  0.012
H 2.326105 2.671863 -2.175312  0.043
O 2.803521 1.494734 1.455135  -0.058
H 2.178519 0.780371 1.545583  -0.011
H 3.672800 1.061412 1.487599  0.044

Force components x, y, z for each atom (eV/Å):
-0.360 1.214 -0.218
0.962 0.156 0.405
-1.346 -0.338 -1.582
1.368 1.221 -0.480
-2.775 -1.141 1.198
0.932 2.010 2.146
0.928 -1.623 0.357
-0.298 0.721 0.867
0.237 -0.189 0.207
-0.063 -0.595 -0.021
0.024 -0.208 -0.092
0.257 -0.391 -0.027
0.091 0.037 0.604
0.153 -0.775 0.028
0.045 0.304 0.152
0.432 0.296 -0.887
0.248 -0.210 0.035
-0.181 -0.723 -1.505
-0.198 0.191 -0.128
-0.503 0.456 -0.364
0.165 -0.466 -0.743
0.040 0.769 -0.137
0.734 -0.286 0.203
-0.812 -0.488 -0.030
0.842 0.122 -0.114
-0.493 -0.313 0.112
-0.431 0.251 0.013



# 3
Molecular formula: C18H13N3O
Method: DFT, ωB97M-V/def2-TZVPD

**DFT total energy**: -933.12690 Ha
**LUMO level**: -0.715 eV
**Energy relative to the best compared isomer or geometry (same formula, charge and spin)**: 89.46 kJ/mol
**Kohn-Sham gap**: 6.9 eV
**HOMO**: -7.6040 eV

Each line ends with the Löwdin charge.
Element x y z (Å)
C 1.398572 -4.333939 3.131384  -0.052
C 2.024532 -3.375959 2.150218  -0.263
C 3.401205 -3.389957 1.899858  -0.040
C 3.920033 -2.504600 0.985289  -0.068
C 3.100447 -1.575039 0.325970  -0.039
C 1.741143 -1.497487 0.572712  -0.164
C 0.826353 -0.522149 -0.093502  -0.150
C -0.062590 0.263891 0.608921  0.077
C -0.908731 1.217788 -0.106714  -0.081
C -2.009992 1.969505 0.257318  -0.166
N -2.667586 2.016676 1.506293  -0.021
O -2.084717 1.622241 2.494901  -0.045
C -2.465661 2.730964 -0.896405  -0.108
C -3.536086 3.606119 -1.132057  0.000
C -3.670763 4.112791 -2.442066  -0.071
C -2.781904 3.757274 -3.464291  -0.083
C -1.686020 2.899183 -3.240448  -0.005
C -1.578187 2.408471 -1.946785  -0.139
C -0.615993 1.433902 -1.479498  -0.174
N 0.207840 0.675936 -2.175025  0.164
N 0.933940 -0.274196 -1.479483  0.063
C 1.229527 -2.403732 1.536692  0.014
H 0.378288 -4.541848 2.781696  0.079
H 1.972261 -5.292731 3.180676  0.091
H 1.337260 -3.868523 4.129215  0.090
H 4.070629 -4.048900 2.415984  0.110
H 4.945753 -2.553358 0.790667  0.088
H 3.593300 -0.899321 -0.374702  0.114
H -0.200124 0.078206 1.701159  0.126
H -4.215077 3.913037 -0.377092  0.097
H -4.507320 4.746763 -2.592660  0.088
H -2.923215 4.160721 -4.449672  0.090
H -0.961178 2.627166 -4.006703  0.115
H 1.618102 -0.822080 -1.983169  0.146
H 0.175961 -2.336818 1.771317  0.119

Force components x, y, z for each atom (eV/Å):
0.047 -0.332 -0.137
-0.046 0.454 0.279
-0.766 0.427 -0.284
-1.534 0.415 -0.032
0.897 0.067 -0.498
-0.308 -0.772 0.529
-0.200 1.556 -0.960
-1.016 -0.104 0.334
1.148 -1.457 2.468
0.080 -0.119 1.409
-0.511 0.727 -0.930
0.538 -0.498 -0.160
-0.086 -0.068 -0.358
1.188 -0.249 -1.428
0.866 -1.194 1.158
0.555 -0.227 -0.019
-1.221 0.767 0.533
0.279 0.162 -1.419
0.620 -1.511 -0.602
0.867 -0.431 0.843
-1.034 0.734 1.514
0.273 0.211 -0.623
0.228 -0.147 0.329
-0.503 0.817 0.087
0.054 -0.334 -0.284
0.045 -0.451 0.182
1.410 0.211 -0.400
-0.262 -0.053 0.082
0.187 0.390 -1.159
-0.432 0.033 0.624
-0.486 0.597 -0.542
-0.113 0.165 -0.267
-0.306 0.100 0.123
-0.347 0.316 -0.414
-0.112 -0.201 0.021



# 4
Molecular formula: C2H4NO2S
Method: DFT, ωB97M-V/def2-TZVPD

**DFT total energy**: -681.64926 Ha
**LUMO level**: -5.947 eV
**Net charge**: +1
**Energy relative to the best compared isomer or geometry (same formula, charge and spin)**: 39.59 kJ/mol
**Kohn-Sham gap**: 11.9 eV
**HOMO**: -17.8875 eV

Each line ends with the Löwdin charge.
Element x y z (Å)
C -1.909099 -0.445275 -1.789654  0.192
N -1.101719 -0.272468 -0.968925  0.087
S 0.907580 0.103994 -0.237126  0.822
C 0.617078 0.237141 1.533984  -0.083
O 1.399197 -1.110404 -0.767029  -0.197
O 1.085342 1.368496 -0.844464  -0.200
H -2.603516 -0.579905 -2.520804  0.083
H -0.339198 -0.227220 1.548208  0.047
H 1.318345 -0.405696 2.086712  0.098
H 0.625990 1.331338 1.959100  0.151

Force components x, y, z for each atom (eV/Å):
4.026 0.881 4.047
-2.252 -0.350 -1.982
1.299 0.911 -0.821
0.487 1.248 0.524
-0.299 0.399 0.952
-0.291 -0.537 0.392
-1.804 -0.385 -1.785
-1.121 -0.240 0.649
0.001 0.131 -0.538
-0.047 -2.057 -1.437



# 5
Molecular formula: C2H10F3IrN2
Method: DFT, ωB97M-V/def2-TZVPD

**DFT total energy**: -595.08564 Ha
**Spin multiplicity**: 6
**LUMO level (spin up / spin down)**: -4.004 / -8.245 eV
**Net charge**: +1
**Energy relative to the best compared isomer or geometry (same formula, charge and spin)**: 0.00 kJ/mol
**Kohn-Sham gap (spin up / spin down)**: 5.6 / 7.7 eV
**HOMO (spin up / spin down)**: -9.5650 / -15.9922 eV
**<S²>**: 8.75

Each line ends with the Löwdin charge.
Element x y z (Å)
C -2.642774 -0.111045 -2.472779  -0.041
Ir 0.913586 -0.520706 0.980054  1.503
N 2.142880 1.077910 1.448103  -0.132
N 1.529358 -1.101033 -0.835806  -0.181
H 2.456478 1.019433 2.419413  0.086
H -2.199888 0.834578 -2.700655  0.005
H -3.639543 -0.046984 -2.024544  0.032
H -2.003201 -0.560564 -1.680180  -0.008
H -2.609564 -0.804998 -3.312932  0.023
H 2.211858 -1.861650 -0.823037  0.078
H 1.941026 -0.327053 -1.365723  0.084
H 0.760586 -1.402697 -1.436008  0.074
H 2.994304 1.101095 0.878196  0.080
H 1.686709 1.984860 1.293019  0.096
F -0.862235 -0.892113 3.142651  0.031
C -0.590009 0.042519 2.157656  -0.759
F -1.796902 0.299058 1.535725  0.029
F -0.292669 1.269389 2.796848  0.001

Force components x, y, z for each atom (eV/Å):
0.451 -1.279 1.154
0.919 -2.587 2.687
1.730 2.179 -0.367
0.148 -0.033 -3.467
-0.193 0.105 -0.027
-0.103 0.668 -0.360
0.192 0.198 -0.410
-0.274 0.132 -0.287
-0.207 0.272 -0.058
-0.191 0.121 0.243
0.178 -0.172 -0.123
-0.070 -0.298 -0.204
-0.016 -0.058 0.263
0.013 -0.087 0.427
0.774 1.483 -1.434
-4.616 1.667 2.178
1.120 -0.471 0.388
0.145 -1.840 -0.604



# 6
Molecular formula: C3H2Cl2N2S
Method: DFT, ωB97M-V/def2-TZVPD

**DFT total energy**: -1543.53068 Ha
**LUMO level**: 0.064 eV
**Energy relative to the best compared isomer or geometry (same formula, charge and spin)**: 30.45 kJ/mol
**Kohn-Sham gap**: 9.6 eV
**HOMO**: -9.5469 eV

Each line ends with the Löwdin charge.
Element x y z (Å)
Cl -2.547888 0.871676 -1.218128  0.567
C -1.727822 0.375479 0.285175  -0.605
C -0.359772 0.021060 0.050043  -0.660
N 0.797117 0.529703 0.415493  0.022
C 2.181280 -0.180014 0.010446  -0.890
Cl 3.646362 0.410645 0.433665  0.777
N 1.823001 -1.234914 -0.674028  -0.343
S 0.183616 -1.447213 -0.913967  0.917
H -1.597428 1.181151 1.059399  0.110
H -2.398470 -0.527577 0.551901  0.105

Force components x, y, z for each atom (eV/Å):
0.111 0.588 -0.128
-1.735 -0.160 1.340
7.567 -2.911 -1.803
0.488 1.516 1.174
-8.694 -1.232 -1.123
0.761 0.354 0.277
0.830 0.635 0.274
0.308 0.246 0.326
-1.185 -0.591 -0.711
1.550 1.556 0.375



# 7
Molecular formula: C13H17IN2Pb
Method: DFT, ωB97M-V/def2-TZVPD

**DFT total energy**: -1104.87787 Ha
**LUMO level (spin up / spin down)**: -10.888 / -10.851 eV
**Net charge**: +2
**Energy relative to the best compared isomer or geometry (same formula, charge and spin)**: 0.00 kJ/mol
**Kohn-Sham gap (spin up / spin down)**: 4.4 / 4.5 eV
**HOMO (spin up / spin down)**: -15.3152 / -15.3158 eV

Each line ends with the Löwdin charge.
Element x y z (Å)
C -0.013417 -2.523378 -2.258068  -0.589
C 1.004139 2.351674 -2.831741  -0.196
H 0.963417 -2.293809 -1.832407  -0.047
H -0.179397 -1.974855 -3.192923  -0.020
H -0.049597 -3.594653 -2.499384  0.041
H 1.773166 2.735262 -2.147159  0.036
H 1.430140 2.182080 -3.844210  0.037
H 0.147388 3.022703 -2.888007  0.040
Pb 0.380391 0.367737 -2.191350  1.550
C -1.833634 0.737021 -2.575762  -0.251
H -1.896944 1.786997 -2.926320  0.036
H -2.504940 0.578710 -1.704586  -0.008
H -2.158495 0.042827 -3.388638  0.034
I -1.640852 -2.170468 -0.887299  0.931
C -2.318795 2.353237 1.769787  -0.013
C -2.050449 1.586416 2.903437  -0.004
C -1.049095 0.618328 2.818538  0.020
C -0.287827 0.496233 1.639355  -0.229
N -0.587017 1.217832 0.538588  0.047
C -1.586632 2.109375 0.601785  -0.125
C 0.839403 -0.476664 1.551848  -0.213
C 1.279068 -1.196580 2.682770  0.034
C 2.271476 -2.167387 2.539820  0.006
C 2.819793 -2.381229 1.274995  -0.005
C 2.376085 -1.589005 0.209208  -0.135
N 1.415390 -0.671926 0.350664  0.051
H -3.079424 3.131102 1.768197  0.125
H -2.604448 1.708830 3.830153  0.131
H -0.835214 -0.055907 3.647387  0.115
H -1.827225 2.634021 -0.324636  0.109
H 0.833014 -0.969547 3.647439  0.118
H 2.595574 -2.734804 3.411391  0.135
H 3.580273 -3.132198 1.093297  0.127
H 2.794681 -1.727967 -0.786173  0.111

Force components x, y, z for each atom (eV/Å):
-0.438 -0.328 -0.063
2.695 0.941 -0.958
-0.028 -0.138 0.280
-0.197 -0.186 -0.116
0.175 0.369 -0.029
-0.211 -0.147 -0.314
-0.156 0.266 0.630
-0.470 -0.620 0.317
-2.256 0.876 3.214
-1.656 -0.920 -0.656
0.637 -0.459 0.145
0.971 0.016 -0.431
0.305 0.547 0.587
0.473 -0.527 -0.081
0.193 -0.015 -0.177
0.293 -0.230 -0.436
0.451 -0.015 -0.438
-0.711 0.360 0.091
0.095 -0.140 -0.356
0.002 -0.241 0.459
0.085 -0.134 0.052
0.067 0.242 -0.731
-0.272 0.332 -0.141
-0.214 0.401 -0.276
0.196 -0.512 0.598
-0.288 -0.007 -0.989
0.124 -0.232 0.033
0.030 0.044 -0.220
-0.241 0.429 -0.146
0.098 0.002 0.322
0.267 -0.232 -0.213
-0.018 0.084 -0.286
-0.051 0.111 0.078
0.048 0.064 0.251